1.
A molecular structure, C28H28N10O4SScSe at a distorted geometry. Source: the OMol25 dataset; level of theory: ωB97M-V with the def2-TZVPD basis set.

Its net charge is -1. As for the energy relative to the best compared isomer or geometry (same formula, charge and spin): 317.5 kJ/mol.

```
73
Properties=species:S:1:pos:R:3:lowdin_charge:R:1
C -15.11 7.51 7.81 -0.213
C -13.97 6.93 4.22 -0.058
O -13.57 8.80 12.23 -0.134
N -16.08 10.72 5.62 0.044
O -11.77 15.80 10.33 0.067
C -13.11 13.36 10.28 0.041
H -9.35 14.15 9.17 0.097
H -10.44 12.45 8.30 0.127
H -17.05 10.91 5.31 0.073
H -15.09 9.37 14.10 0.056
C -16.89 10.35 11.66 -0.424
H -19.93 12.26 14.28 0.085
C -15.63 5.75 6.15 -0.054
C -17.10 10.63 13.95 -0.483
H -14.88 12.17 10.17 0.124
H -15.49 11.55 5.74 0.087
C -12.80 6.35 14.70 -0.234
C -16.05 9.86 6.70 -0.957
C -11.95 11.21 9.10 -0.062
N -16.55 10.03 12.89 0.181
N -14.90 9.82 7.32 -0.038
C -11.81 7.22 9.55 -0.881
C -13.47 8.36 13.41 -0.457
H -12.52 6.32 15.72 -0.073
N -9.94 14.97 9.28 0.160
C -15.67 6.24 11.20 -0.085
H -14.16 5.10 3.15 0.085
C -18.68 11.73 12.39 -0.058
H -16.35 5.25 6.78 0.119
H -11.78 7.04 12.90 0.098
C -15.04 7.01 6.47 -0.198
Sc -14.33 9.13 10.26 0.965
N -14.82 8.79 8.22 -0.122
O -16.15 10.02 10.63 -0.178
H -9.45 15.81 9.50 0.094
C -18.93 12.06 14.71 -0.055
H -13.39 5.49 14.37 -0.047
H -14.51 4.63 7.91 0.132
C -12.28 7.41 13.86 -0.316
S -17.45 8.99 7.21 0.535
C -15.14 6.52 8.94 -0.171
H -16.09 4.20 11.85 0.119
C -15.67 4.86 11.06 -0.049
H -18.94 11.43 15.56 0.077
H -14.46 8.13 15.21 0.098
C -11.34 12.44 8.96 -0.004
N -12.56 8.08 9.87 -0.037
C -11.84 13.57 9.61 -0.115
H -15.57 4.07 4.94 0.090
H -11.45 10.30 8.87 0.107
C -14.45 5.64 4.02 -0.089
C -18.07 11.16 11.33 0.024
H -19.46 12.53 12.40 0.132
C -13.80 12.23 10.02 -0.127
H -11.60 8.11 14.36 0.093
N -18.20 11.48 13.65 -0.085
N -13.23 11.11 9.58 0.021
C -15.09 4.30 9.92 -0.037
N -15.29 7.06 10.20 0.042
H -14.78 3.23 9.88 0.126
C -14.90 5.14 8.83 -0.022
Se -10.66 5.88 9.17 0.442
H -16.14 6.76 12.08 0.148
C -14.26 7.60 5.45 0.012
C -11.24 14.86 9.75 -0.497
N -14.31 8.75 14.38 0.167
H -18.33 11.19 10.26 0.114
H -13.58 14.18 10.86 0.140
O -16.88 10.38 15.15 0.019
C -15.27 5.08 5.00 -0.087
H -13.91 8.64 5.58 0.106
H -13.33 7.39 3.48 0.093
H -18.52 13.07 14.94 0.107
```

=====

2.
CH4N2O in the gas phase at a distorted geometry. Source: the OMol25 dataset; level of theory: ωB97M-V with the def2-TZVPD basis set.

As for the SMILES: [H]/N=C(\N)O. As for the energy relative to the best compared isomer or geometry (same formula, charge and spin): 124.9 kJ/mol.

```
8
Properties=species:S:1:pos:R:3:lowdin_charge:R:1
H 1.57 -1.08 0.77 0.140
H -1.49 0.55 0.97 0.097
N 0.71 -0.52 -0.96 0.101
N -0.97 0.56 0.11 0.133
O 0.72 -0.72 1.19 0.041
C 0.14 -0.17 0.11 -0.676
H 0.33 -0.09 -1.76 0.028
H -1.02 1.47 -0.41 0.136
```

=====

3.
C4H6Cl2FO4P in the gas phase at a distorted geometry. Source: the OMol25 dataset; level of theory: ωB97M-V with the def2-TZVPD basis set.

As for the SMILES: CO[C@@](Cl)(C(=O)OCO)P(F)Cl. As for the energy relative to the best compared isomer or geometry (same formula, charge and spin): 124.7 kJ/mol.

```
18
Properties=species:S:1:pos:R:3:lowdin_charge:R:1
C 1.78 0.36 0.50 -0.937
O -0.08 -0.95 0.05 0.017
C -0.97 -2.06 0.37 -0.275
Cl 4.66 -0.37 -0.31 0.287
H 0.11 1.90 0.22 0.102
H -1.54 -1.83 1.35 0.154
C 0.60 -0.48 1.07 -0.653
O 0.39 -0.72 2.22 0.099
H -1.84 -2.07 -0.44 0.179
P 2.88 -1.21 -0.02 0.609
C 0.65 1.96 -0.75 -0.081
H -0.04 1.95 -1.63 0.111
H 0.15 -3.31 1.34 0.118
O 1.64 1.02 -0.64 -0.217
O -0.32 -3.21 0.51 0.031
H 1.22 2.92 -0.75 0.110
Cl 2.52 1.24 1.90 0.664
F 2.41 -1.39 -1.56 -0.319
```

=====

Going through the records in order, we get highest occupied orbital energy values of -1.499, -9.288, -9.622 eV.
Going through the records in order, we get calculated total energy values of -5492.78837, -225.24443, -1818.58586 Ha.
Going through the records in order, we get orbital gap values of 2.299, 10.040, 10.152 eV.